DFT (the ωB97M-V functional and the def2-TZVPD basis) results for a molecular structure, C25H31AsBrN4O4RhS.

Output
- energy above the lowest of the compared OMol25 structures with the same formula, charge and spin (eV) = 22.1330
- electronic energy (Ha) = -6808.9378
- net charge = 0
- LUMO energy (eV) = 0.12
- spin multiplicity = 1
- orbital gap (eV) = 5.749
- HOMO energy (eV) = -5.63

The geometry in XYZ format:
```
68
Properties=species:S:1:pos:R:3:mulliken_charge:R:1
Rh 0.000 0.000 0.000 -0.26
O 0.987 0.758 4.408 -0.74
C 1.680 1.871 4.002 0.55
C 2.564 2.443 4.914 -0.77
C 3.350 3.522 4.523 -0.29
C 3.247 4.018 3.224 -0.88
C 2.344 3.446 2.318 -0.58
C 1.530 2.356 2.684 0.59
C 0.458 1.760 1.737 0.62
O 0.625 0.445 1.719 -0.89
N 0.559 2.307 0.356 0.09
N -0.204 1.701 -0.596 -0.52
C 0.498 1.379 -1.628 -0.69
C -0.096 0.517 -2.657 0.92
Br -0.694 -1.099 -1.961 -0.01
C -0.241 0.874 -3.942 -0.88
C 0.070 2.182 -4.532 0.29
C -0.367 3.378 -3.945 -0.24
C -0.120 4.605 -4.564 -0.59
C 0.551 4.649 -5.784 -0.42
C 0.974 3.466 -6.386 -0.48
C 0.730 2.237 -5.766 -0.45
H 0.713 0.358 3.535 0.43
H 2.647 2.025 5.911 0.43
H 4.053 3.963 5.222 0.37
H 3.869 4.848 2.906 0.39
H 2.293 3.848 1.312 0.38
H -0.486 2.172 2.126 -0.01
H 0.232 3.266 0.458 0.35
H 1.555 1.663 -1.773 0.52
H -0.684 0.162 -4.634 0.45
H -0.915 3.366 -3.004 0.43
H -0.461 5.523 -4.091 0.38
H 0.740 5.605 -6.265 0.37
H 1.493 3.498 -7.340 0.37
H 1.060 1.323 -6.253 0.43
O 1.100 -1.215 0.068 -0.61
C -1.595 -3.687 -1.642 -0.93
As -0.641 -2.985 -0.072 0.75
C 1.292 -2.753 -0.352 -0.87
C -1.099 -3.872 1.622 -1.09
O -1.207 -1.453 0.101 -0.40
H -1.266 -4.727 -1.839 0.40
H -1.367 -3.053 -2.524 0.29
H -2.687 -3.672 -1.448 0.34
H 1.770 -3.745 -0.481 0.42
H 1.732 -2.240 0.527 0.26
H 1.461 -2.138 -1.261 0.28
H -0.745 -4.922 1.596 0.38
H -2.199 -3.854 1.762 0.35
H -0.610 -3.336 2.461 0.29
C -6.256 2.141 2.835 -1.44
C -4.820 2.217 3.247 0.70
C -4.404 2.783 4.385 -0.86
C -2.941 2.758 4.613 1.03
N -2.080 2.237 3.798 -0.22
C -2.539 1.664 2.640 -0.25
S -1.544 0.952 1.494 0.12
N -3.893 1.670 2.397 0.07
C -2.424 3.385 5.883 -1.23
H -6.917 2.602 3.576 0.35
H -6.564 1.097 2.716 0.33
H -6.408 2.658 1.882 0.33
H -5.062 3.237 5.112 0.33
H -4.188 1.237 1.530 0.28
H -3.236 3.791 6.491 0.36
H -1.733 4.194 5.630 0.29
H -1.889 2.629 6.466 0.28
```